[1]
# C29H44N4O6PS2

A 2-piece molecular cluster, C29H44N4O6PS2 overall at a distorted geometry (wB97M-V/def2-TZVPD, the OMol25 dataset).

Geometry (Å):
H1 -3.241192 5.180493 5.356914
O1 -2.245391 1.541954 -1.012827
C1 1.489827 1.163699 3.290292
C2 2.935930 -1.194035 -2.851461
C3 0.418269 2.611872 -0.724428
H2 -2.047002 2.837851 -2.640235
N1 2.317012 0.605405 2.274479
H3 -3.365248 1.620408 3.566269
H4 3.085511 0.882907 -3.904250
S1 2.428065 -6.123093 -4.554280
C4 -0.391006 -6.096178 -1.727753
H5 0.932991 0.036419 5.173857
H6 -1.634112 -3.141781 -2.312510
C5 3.559505 -1.995721 -4.102945
P1 -0.576224 2.804536 4.646043
O2 -1.542491 -5.217350 -1.737147
H7 -0.216335 -5.133600 -4.357943
H8 0.086468 3.379149 -3.499505
C6 -0.651921 1.149592 -4.549893
H9 -0.753696 -1.086497 -4.632872
H10 -4.466731 2.053745 1.758139
H11 1.832915 -5.979104 -1.475419
H12 -2.205190 -0.275194 -3.688445
C7 -2.795990 0.886755 4.227037
H13 2.819394 -2.020237 -4.976868
C8 -0.784752 3.659935 -0.994534
C9 -0.072931 -4.258620 -3.629896
C10 0.322738 2.182297 3.112939
C11 -2.149940 2.908262 -1.491011
C12 1.195146 2.110806 -1.969272
C13 2.344539 -4.740309 -3.574304
H14 3.647612 0.057106 5.623644
H15 -3.604303 0.279390 4.798359
C14 -2.901676 1.450512 0.249251
H16 1.877514 3.142944 -3.811277
H17 -0.509447 4.438484 -1.802599
H18 4.535212 -1.555470 -4.506308
C15 1.806695 0.683651 4.813520
H19 1.792865 -1.299817 -2.779721
H20 -0.343784 -6.816979 -2.615701
H21 -1.287381 0.723869 5.891443
N2 -0.058680 2.682052 1.829038
C16 2.806321 -1.565642 4.562569
N3 3.067337 -0.114341 4.793882
N4 1.160136 -4.333146 -2.800673
H22 1.984169 1.587190 5.504314
O3 -0.501661 -4.211599 0.966386
H23 3.809482 -2.106606 4.479654
H24 -0.086812 -3.298327 -4.281152
C17 -4.332017 2.063745 0.611028
C18 0.741879 2.155154 0.758751
C19 -1.830453 1.561776 5.322310
H25 -4.463685 3.167476 0.303909
C20 0.975826 -5.215371 -1.597488
O4 0.724260 1.506892 -4.415099
H26 0.842208 -4.545820 -0.645793
C21 2.344006 1.063511 -1.713850
S2 3.934792 -3.743719 -3.496220
H27 3.449713 -1.589166 -1.893429
C22 -1.298204 4.538967 4.421376
H28 -2.293483 -4.370305 -3.512645
H29 -3.231276 5.220954 3.468292
C23 2.661348 0.620326 -0.271167
H30 -2.200570 0.110098 3.630332
C24 -2.907455 4.625633 4.396814
H31 -1.013135 4.282631 -0.044612
C25 3.240881 0.399656 -2.882026
H32 -1.009565 -4.382007 0.178756
O5 -2.310379 0.784258 1.144024
H33 -5.158507 1.417413 0.125261
H34 3.503822 -0.151165 -0.109333
H35 -0.806987 5.059344 3.511443
H36 -2.519667 2.133447 6.058618
H37 -0.482686 -6.734794 -0.769111
C26 -1.078365 -0.269756 -3.884744
H38 4.372940 0.499701 -2.650505
H39 -3.447656 3.621766 4.410852
H40 2.301002 -1.672718 3.529010
H41 2.078950 -2.021447 5.320468
H42 -3.066395 3.553805 -1.266832
H43 -0.463322 -0.330832 -2.905685
C27 1.881326 1.139294 1.011386
C28 -1.437519 -4.186353 -2.748925
H44 -0.949044 5.158106 5.336425
C29 0.917096 2.590001 -3.472165
O6 -1.491435 1.841865 -5.172229

Atomic forces in eV per Å
0.3654 -0.7787 -1.7187
-1.8192 1.6276 1.7494
0.3646 -0.1095 -0.4317
0.4118 0.9592 -0.1815
1.5160 -0.8764 -1.6256
-0.4090 -0.0854 1.8120
-4.9174 4.1326 0.1448
1.1877 -0.9591 0.7938
-0.1229 -0.7288 1.4448
-0.1766 2.0281 1.5828
1.1694 0.0142 1.0679
0.9137 1.0349 -0.3356
0.6279 -1.6104 -0.2227
-1.3175 0.3424 0.6832
1.7039 0.0739 1.0007
1.0490 0.1441 -1.2868
0.4987 1.0000 1.0662
1.0085 -1.4314 -0.1284
-2.7224 0.1667 -1.1054
-0.5601 1.1906 1.3330
0.4631 -0.3035 -2.0140
-1.1534 1.3795 -0.2716
1.7787 0.0138 -0.3998
-0.2265 -1.1461 0.9626
1.0741 -0.0948 1.2272
-0.1528 -0.1623 0.7895
-1.6319 0.4324 -0.5231
0.1520 -0.6608 -3.4430
1.1346 0.8855 -1.5446
0.1165 -1.1498 3.8051
-0.5761 -0.6390 -0.9716
-0.6813 -0.2256 -0.4643
1.2393 0.9310 -0.8676
2.3015 -2.4075 3.4309
-1.5406 -1.0287 0.4094
-0.3180 -1.3748 1.2412
-1.2051 -0.7406 0.8407
0.9327 0.0773 -0.9457
1.8531 -0.3238 -0.0925
-0.2204 1.0850 0.8671
-0.6708 1.4773 -0.8256
3.3874 -2.8550 1.3299
-0.1123 0.0210 -1.1165
-0.9608 -0.3778 0.3373
1.1787 -0.4652 -1.6537
-0.6942 -1.2677 -1.2241
0.6473 0.0813 0.2579
-1.5074 0.5581 0.4031
0.2713 -1.4675 1.0618
-0.1142 0.4198 -0.2525
0.5097 -0.3859 -0.6567
-1.6987 -0.2475 -0.7685
0.2164 -1.8290 0.1830
-1.0500 -1.0853 1.5149
-2.2565 0.1350 0.5946
0.0750 -1.2300 -1.1677
-0.2660 0.4631 3.1653
-1.0576 -0.1031 -0.6595
-1.1984 0.5293 -1.5724
-0.5988 0.7046 -0.1406
1.3081 0.3306 1.0356
0.2501 -0.9120 1.4869
-1.9559 1.8046 -1.4905
-0.9933 1.4401 0.5068
-0.0199 0.6919 0.1701
0.5243 -1.2863 -1.3898
0.1300 -0.2769 0.8203
-0.4710 -0.0363 -0.2139
-2.5402 2.5347 -3.8428
1.3911 1.1140 0.7126
-1.5758 1.4500 -0.1755
-0.8953 -1.1026 1.3324
1.4463 -0.7475 -0.9694
0.1337 1.2552 -1.4865
1.2787 1.2532 -0.1774
-1.8671 0.1212 -0.1718
0.9334 1.3224 -0.1785
0.8099 0.1552 1.6325
1.1480 0.3926 -0.7639
1.2291 -1.0444 -0.1637
-1.1561 -0.2425 -1.5587
0.4592 -0.2001 -2.6410
-0.1092 -0.0239 -1.0713
-0.3917 -1.2579 -1.4721
1.2478 1.4493 1.2918
3.4750 -1.9421 2.2895

For the LUMO energy, the calculation gives 1.3 eV. The calculation puts the HOMO-LUMO gap at 3.767 eV. Its charge is -1. The highest occupied orbital energy is -2.45 eV.

For each atom in turn, the Löwdin charge in e is: 0.0739 -0.0634 -0.1498 -0.2606 -0.0349 0.1156 0.1372 0.0329 0.0996 0.5874 -0.1793 0.1049 0.1250 -0.4513 0.9541 -0.2002 0.0923 0.1145 -0.3970 0.0858 0.0780 0.1229 0.0972 -0.1759 0.0851 -0.1216 -0.1928 -0.3194 -0.1672 -0.0438 -0.9819 0.0898 0.0798 -0.3779 0.1440 0.1074 0.0800 -0.2162 0.1094 0.1101 0.0707 0.0727 -0.1494 -0.1756 -0.2124 0.1051 -0.5961 0.0843 0.1063 -0.0006 -0.1180 -0.4194 0.0759 -0.1429 -0.0849 0.1032 -0.1089 0.7678 0.0960 -0.4237 0.1216 0.0696 0.0584 0.0819 -0.1743 0.1057 -0.1728 -0.2185 0.0511 0.1029 0.1109 0.0773 0.0804 0.1386 0.0148 0.1197 0.0391 0.0928 0.0789 0.1143 0.0953 -0.1300 -0.1642 0.0638 -0.1495 0.0488

---

[2]
# C29H44NO10P2PdSe

C29H44NO10P2PdSe as an isolated structure at a distorted geometry (wB97M-V/def2-TZVPD, the OMol25 dataset).

Geometry (Å):
H1 12.405909 6.698698 8.676400
C1 13.694659 10.702756 8.082558
O1 8.994213 14.345798 9.243212
H2 13.303111 11.045473 5.958966
H3 7.022604 17.172166 9.255564
H4 12.900473 19.279243 7.014032
H5 8.731745 20.403102 7.322851
O2 14.573319 17.435247 7.751431
C2 12.049094 7.501206 9.376266
C3 9.662334 20.499800 6.684549
C4 12.949699 9.509536 8.089869
H6 12.109027 7.135735 10.429633
C5 14.120414 16.515667 8.464660
C6 13.381648 15.761359 12.000451
H7 15.925537 11.143904 11.575095
C7 9.262174 10.887506 7.900025
Pd1 12.913980 14.224235 9.644093
H8 13.319651 12.524593 6.999685
H9 9.465759 20.028671 5.669495
C8 12.180325 19.938912 6.529442
H10 12.516322 20.975526 6.414279
C9 6.916473 17.260237 7.078608
H11 6.547170 15.532160 5.932775
C10 13.618106 9.215378 10.416569
H12 10.307875 15.516946 6.160665
H13 10.814768 19.771310 8.331529
H14 10.649605 11.787435 6.463136
H15 6.925850 14.031785 10.504911
H16 10.983198 7.715049 9.265171
O3 12.263987 14.467742 13.716875
C11 14.596086 17.849563 12.080180
C12 14.838720 10.968868 11.733215
C13 13.866244 16.859040 12.747468
O4 10.521878 18.241835 6.837825
C14 6.180288 16.582087 5.910730
H17 6.664434 18.335810 7.065494
C15 14.233503 11.246540 9.287883
H18 9.755428 11.223703 8.787211
C16 10.818346 19.719475 7.220187
H19 14.884673 11.671008 6.711135
H20 13.753391 16.966186 13.840596
C17 14.619181 17.885147 10.646820
N1 13.512085 15.763215 10.661546
O5 13.648381 15.371000 8.053465
H21 9.217243 12.280247 4.643540
O6 12.269604 13.718165 11.588867
C18 9.601680 11.768573 6.710373
H22 7.383710 13.051457 11.890269
C19 13.786572 11.503938 6.829563
C20 8.993946 15.202031 11.550106
H23 7.940036 11.407641 5.480359
C21 8.953431 13.939763 10.720901
H24 8.497790 14.951267 12.534940
H25 14.725527 10.332012 12.663058
C22 6.648227 16.591076 8.384730
H26 5.561806 16.599675 8.410486
C23 12.601637 14.584494 12.574282
H27 7.481784 12.300953 10.222707
C24 12.907491 8.759768 9.248238
H28 8.188465 10.858585 7.980906
C25 14.221607 10.455958 10.507952
O7 9.281104 13.262953 6.948905
O8 9.473089 17.591482 9.143007
H29 8.394400 16.049149 11.076352
C26 10.412198 15.642004 7.252550
C27 14.136442 16.757890 9.985896
O9 8.337878 17.225039 6.757988
H30 12.495240 9.133239 7.142865
H31 14.530027 12.058909 11.956336
H32 10.007964 21.552251 6.564546
C28 7.640248 13.247725 10.814843
C29 8.978094 11.487775 5.360785
P1 9.635128 17.252578 7.701776
H33 10.018541 15.673056 11.679233
H34 9.400661 10.525895 4.950851
H35 7.166956 15.564604 8.432104
H36 15.069988 18.596758 12.701917
H37 6.491683 17.080315 4.944095
H38 13.641556 8.578883 11.330246
O10 11.359805 13.442817 8.458805
H39 9.752132 13.240616 11.017437
H40 9.680924 9.892215 7.672150
H41 12.095966 19.587310 5.503114
H42 11.468382 15.804874 7.492299
H43 5.042856 16.558723 6.039516
H44 15.026979 18.785130 10.037267
Se1 15.053765 12.923330 9.291775
P2 10.051101 14.114151 8.071035

Atomic forces in eV per Å
-0.5773 0.7134 0.6122
-1.0022 0.4008 0.4705
1.8067 -0.4637 -0.1000
0.4231 0.0494 0.2455
-0.1953 -0.3145 -0.6529
0.2656 0.3846 -0.0087
1.1342 0.2648 -0.7235
-1.1573 -2.2429 1.4097
0.8841 -0.3479 0.6544
-0.6084 -0.0777 -1.1069
0.7813 0.1835 -0.3012
0.2214 0.0278 -0.8761
1.4397 2.7296 -1.3627
0.0061 1.4100 0.4272
-0.3255 -0.5589 0.0788
0.3609 -0.0602 -1.6365
-2.4573 -3.3395 -0.8892
0.4141 -1.0242 -0.3185
-0.0553 0.9770 1.0277
-0.7070 -0.3573 0.0595
-0.1434 -0.1424 0.6846
0.3366 0.7232 -0.7343
-0.3677 0.4809 -0.3969
-0.6107 -0.4676 0.0155
0.0833 0.0356 0.5137
0.4456 -0.2099 -0.7175
0.7422 -0.0438 0.6918
-0.1805 -0.6736 -0.0883
0.1548 0.0485 -0.5361
0.3113 0.2828 -0.0217
-0.8542 -0.2484 -1.2484
1.0712 1.7489 1.8126
0.4338 -0.4299 -0.2279
0.6972 0.6029 1.1092
0.0880 -0.2383 -0.1949
-0.0841 -0.3951 0.3665
-0.4839 -1.9558 0.2652
0.1232 0.3408 0.6451
0.0981 -1.4541 0.1826
-0.7805 -0.0110 -0.7424
-0.0478 -0.5847 -0.7533
0.8606 0.8217 0.1365
1.9791 2.5983 2.0567
0.5835 1.0376 0.3038
-0.0311 -0.1294 0.2840
0.9600 0.8091 0.9266
0.5436 1.7072 -0.6751
0.3838 -0.0615 -0.9192
0.5260 1.4567 0.4094
-0.3391 1.5949 0.3454
-1.6417 -0.2101 -0.2016
0.4861 -0.1696 -0.7052
0.9102 0.4599 -0.8583
-0.0648 0.7910 -1.2430
0.5653 -0.4107 0.8639
-0.1676 -0.7329 0.5610
-0.6210 -0.8243 -1.3824
0.4825 1.1381 0.5150
-0.0827 -0.2830 1.5896
-0.3782 -0.2458 0.4070
-0.6030 0.1304 -2.0408
0.7196 -0.8726 1.0346
0.3044 -0.6075 -1.1521
0.5534 -1.3080 0.4389
0.1654 1.1171 0.1262
-0.9370 -0.2393 0.1643
0.1109 -0.3398 0.3268
0.3310 0.4519 0.9124
-0.2004 -1.6893 -0.0916
-0.6837 -0.5860 0.0902
-1.8156 -0.1717 0.7417
1.2209 -0.9157 -0.1029
-0.9041 0.8389 -0.4935
-1.1002 -0.9365 0.0168
-0.5322 0.8546 0.4673
-1.2902 1.3817 -0.1802
-0.0563 0.3045 -0.3320
-0.5742 -0.6702 1.0200
-0.2032 0.4749 -0.8546
-0.4133 -0.1552 -0.0195
0.2170 0.4615 -0.7304
-0.4207 0.2083 0.0983
-0.1865 -0.1688 -0.0983
0.0829 -0.0466 -0.3083
1.6773 0.2900 -0.1602
-0.5888 -1.9287 1.1945
0.1261 -0.0986 -0.0620
-1.6381 -0.8893 -0.0541

As for the spin multiplicity: 5. For the LUMO energy (spin up / spin down), the calculation gives -3.2 / -6.4 eV. The calculation puts the HOMO-LUMO gap (spin up / spin down) at 8.415 / 5.637 eV. Its charge is +1. The highest occupied orbital energy (spin up / spin down) is -11.66 / -12.00 eV.

For each atom in turn, the Löwdin charge in e is: 0.1040 -0.2975 -0.2162 0.0920 0.0798 0.0589 0.0997 0.0616 -0.0357 -0.0638 -0.0085 0.0848 -0.5327 -0.1397 0.0886 -0.0221 1.0232 0.0740 0.1121 -0.0323 0.0885 -0.4524 0.0819 0.0141 0.1059 0.1356 0.1068 0.0901 0.0765 0.1366 0.0004 -0.0829 0.0405 -0.2309 -0.0472 0.1446 -0.4960 0.0619 -0.3667 0.0921 0.1419 0.0532 -0.0365 -0.1733 0.0940 -0.1367 -0.3721 0.1056 -0.0743 -0.0423 0.0638 -0.3945 0.1087 0.1166 -0.0687 0.0856 -0.5366 0.0973 -0.2240 0.0860 -0.3076 -0.1941 -0.2695 0.0929 -0.2043 -0.1490 -0.2082 0.1425 0.0831 0.0950 -0.0598 -0.0373 0.4888 0.0896 0.1117 0.0987 0.1166 0.0980 0.1342 -0.3728 0.1289 0.0912 0.0850 0.0471 0.1075 0.1676 1.1584 0.5426

---

Results for electronic energy: -79978.4331; -140150.6600 (in eV, following the order of the records).